This record from OMol25 describes a structure of composition C48H76BN8O5Ti in a non-equilibrium geometry. The level of theory is ωB97M-V/def2-TZVPD.

- E: -96967.68412 eV
- Orbital gap (spin up / spin down): 5.629 / 7.493 eV
- Maximum force: 2.8 eV Å⁻¹
- Net charge: 0
- Spin multiplicity: 2

Geometry (Å):
Ti: -0.81 -0.56 -0.15
C: 2.32 3.82 -1.02
C: 1.87 2.93 0.13
C: 2.07 3.64 1.47
C: 2.57 1.60 0.13
C: 3.83 1.28 0.65
C: 3.97 -0.08 0.50
C: 5.08 -0.88 1.14
C: 4.59 -1.59 2.40
C: 5.85 -1.85 0.25
N: 2.86 -0.52 -0.14
N: 2.00 0.50 -0.35
B: 2.25 -1.92 -0.37
N: 1.34 -2.19 0.91
N: 0.53 -1.14 1.30
C: 0.39 -1.19 2.63
C: 1.09 -2.29 3.11
C: 1.65 -2.91 2.01
C: 2.36 -4.24 2.11
C: 1.33 -5.28 2.58
C: 3.08 -4.79 0.88
C: -0.39 -0.17 3.38
C: 0.49 0.47 4.45
C: -1.65 -0.77 4.00
N: 1.40 -1.96 -1.69
N: 0.09 -1.56 -1.76
C: -0.38 -1.88 -2.96
C: 0.63 -2.50 -3.69
C: 1.73 -2.55 -2.85
C: 3.05 -3.13 -3.27
C: 4.25 -2.21 -3.04
C: 3.28 -4.51 -2.66
C: -1.78 -1.66 -3.45
C: -2.46 -3.02 -3.62
C: -2.63 -0.71 -2.61
H: 1.80 4.78 -0.99
H: 3.39 4.02 -0.96
H: 2.12 3.35 -1.98
H: 0.80 2.72 0.02
H: 3.12 3.91 1.62
H: 1.48 4.56 1.51
H: 1.77 3.00 2.31
H: 4.54 1.94 1.13
H: 5.79 -0.11 1.46
H: 3.86 -2.36 2.14
H: 5.42 -2.08 2.91
H: 4.11 -0.90 3.09
H: 5.24 -2.72 0.00
H: 6.18 -1.38 -0.68
H: 6.73 -2.21 0.78
H: 3.09 -2.75 -0.43
H: 1.15 -2.62 4.14
H: 3.09 -4.13 2.92
H: 0.57 -5.44 1.81
H: 1.83 -6.24 2.76
H: 0.82 -4.98 3.49
H: 2.41 -4.88 0.03
H: 3.94 -4.18 0.59
H: 3.45 -5.79 1.12
H: -0.68 0.61 2.67
H: 0.80 -0.26 5.20
H: 1.39 0.91 4.02
H: -0.05 1.27 4.97
H: -1.39 -1.55 4.72
H: -2.23 -0.01 4.52
H: -2.28 -1.22 3.23
H: 0.58 -2.88 -4.70
H: 2.94 -3.25 -4.35
H: 4.63 -2.32 -2.04
H: 5.05 -2.47 -3.73
H: 4.00 -1.15 -3.20
H: 3.35 -4.45 -1.57
H: 2.46 -5.20 -2.89
H: 4.21 -4.94 -3.04
H: -1.68 -1.21 -4.44
H: -2.53 -3.52 -2.66
H: -3.47 -2.90 -4.03
H: -1.89 -3.66 -4.29
H: -2.62 -0.97 -1.54
H: -2.35 0.33 -2.75
H: -3.68 -0.82 -2.89
C: -3.00 2.13 1.78
C: -3.31 0.95 0.86
C: -4.50 0.15 1.35
O: -2.18 0.11 0.77
H: -3.82 2.84 1.78
H: -2.09 2.64 1.47
H: -2.85 1.78 2.80
H: -3.52 1.33 -0.15
H: -4.31 -0.24 2.35
H: -4.68 -0.70 0.69
H: -5.40 0.77 1.38
C: -1.18 4.32 -6.78
C: -1.13 3.77 -5.38
C: -1.92 4.29 -4.37
C: -1.89 3.77 -3.08
C: -2.80 4.38 -2.05
C: -1.04 2.68 -2.78
C: -1.14 2.13 -1.46
O: -0.63 1.03 -1.09
C: -0.19 2.17 -3.80
C: 0.88 1.12 -3.58
C: -0.28 2.72 -5.07
H: -1.85 5.18 -6.83
H: -1.54 3.57 -7.48
H: -0.19 4.64 -7.11
H: -2.58 5.12 -4.58
H: -3.31 5.25 -2.46
H: -2.26 4.71 -1.16
H: -3.56 3.67 -1.72
H: -1.71 2.67 -0.70
H: 1.85 1.62 -3.49
H: 0.93 0.46 -4.45
H: 0.75 0.52 -2.69
H: 0.37 2.31 -5.84
C: -2.18 -3.82 3.06
C: -3.25 -3.86 1.97
C: -2.76 -4.49 0.66
C: -3.94 -4.66 -0.33
C: -4.75 -3.41 -0.62
C: -2.31 -5.92 0.92
O: -2.92 -6.68 1.64
N: -1.22 -6.33 0.20
C: -0.39 -5.51 -0.59
O: 0.52 -6.04 -1.20
N: -0.60 -4.16 -0.58
C: -1.64 -3.65 0.03
O: -1.81 -2.39 0.14
H: -2.56 -3.34 3.96
H: -1.31 -3.26 2.73
H: -1.87 -4.83 3.33
H: -3.59 -2.85 1.75
H: -4.11 -4.44 2.31
H: -4.59 -5.42 0.11
H: -3.55 -5.09 -1.26
H: -5.32 -3.09 0.25
H: -5.46 -3.60 -1.43
H: -4.11 -2.58 -0.93
H: -0.96 -7.30 0.26

***

This record from OMol25 describes a cluster of 18 separate species, C48H77N19O4 in total in a non-equilibrium geometry. The level of theory is ωB97M-V/def2-TZVPD.

- E: -87515.28742 eV
- Orbital gap: 8.000 eV
- Maximum force: 9.9 eV Å⁻¹
- Net charge: 0

Geometry (Å):
C: 5.21 0.64 1.59
O: 4.28 -0.46 1.41
C: 4.90 -1.65 0.92
C: 5.51 -1.53 -0.56
C: 4.39 -1.40 -1.70
C: 3.93 0.14 -1.81
C: 2.51 0.27 -2.54
C: 1.61 1.51 -2.05
C: 0.24 1.26 -2.88
C: -0.95 0.72 -1.96
O: -1.76 1.83 -1.42
C: -3.08 1.36 -1.15
C: -3.38 0.26 -0.03
O: -4.04 1.83 -1.76
C: 1.48 1.84 -0.50
C: 0.98 3.38 -0.64
O: 0.38 3.98 0.25
N: 1.38 3.91 -1.97
C: 2.35 2.88 -2.50
N: 3.58 3.26 -1.73
H: 6.24 0.48 1.14
H: 5.39 0.91 2.68
H: 4.74 1.56 1.08
H: 4.07 -2.44 0.84
H: 5.69 -2.10 1.61
H: 6.15 -2.47 -0.71
H: 6.22 -0.64 -0.70
H: 3.50 -2.09 -1.51
H: 4.92 -1.63 -2.69
H: 3.93 0.67 -0.81
H: 4.73 0.68 -2.44
H: 1.96 -0.73 -2.51
H: 2.73 0.47 -3.65
H: 0.39 0.52 -3.74
H: -0.14 2.23 -3.35
H: -1.67 0.07 -2.56
H: -0.56 0.07 -1.11
H: -2.43 -0.01 0.53
H: -3.79 -0.70 -0.49
H: -4.21 0.69 0.61
H: 2.38 1.79 0.17
H: 0.64 1.39 0.11
H: 0.60 4.09 -2.62
H: 2.44 2.82 -3.63
H: 4.41 2.79 -2.14
H: 3.75 4.26 -1.98
C: 2.51 -2.90 -5.18
C: 2.68 -1.45 -5.52
N: 2.81 -0.33 -5.79
H: 3.45 -3.42 -5.32
H: 2.20 -3.00 -4.14
H: 1.75 -3.34 -5.82
C: 4.63 -6.64 -6.14
C: 3.58 -5.97 -5.34
N: 2.76 -5.44 -4.71
H: 5.59 -6.14 -6.00
H: 4.73 -7.68 -5.83
H: 4.37 -6.61 -7.20
C: 5.54 -1.26 5.74
C: 5.17 -1.09 4.30
N: 4.89 -0.96 3.17
H: 5.98 -2.24 5.89
H: 6.26 -0.49 6.03
H: 4.64 -1.17 6.36
C: -8.01 0.87 1.10
C: -7.01 -0.21 0.86
N: -6.24 -1.06 0.68
H: -7.79 1.38 2.04
H: -7.97 1.60 0.28
H: -9.01 0.45 1.14
C: -9.68 1.32 5.17
C: -10.09 1.53 3.75
N: -10.42 1.69 2.64
H: -9.24 0.33 5.28
H: -8.94 2.07 5.45
H: -10.54 1.41 5.82
C: -8.94 -3.25 -0.31
C: -9.33 -4.64 -0.72
N: -9.63 -5.72 -1.04
H: -8.24 -3.29 0.53
H: -8.47 -2.73 -1.14
H: -9.83 -2.70 0.00
C: 4.38 4.74 3.49
C: 5.41 3.68 3.31
N: 6.21 2.85 3.16
H: 4.56 5.27 4.42
H: 4.43 5.45 2.66
H: 3.39 4.30 3.52
C: 0.36 6.45 5.05
C: 1.84 6.36 5.14
N: 3.00 6.29 5.20
H: -0.05 5.51 4.66
H: -0.06 6.62 6.05
H: 0.07 7.26 4.39
C: 6.98 -4.18 -2.91
C: 6.58 -3.96 -4.33
N: 6.26 -3.80 -5.44
H: 7.41 -5.17 -2.79
H: 7.71 -3.43 -2.62
H: 6.10 -4.09 -2.26
C: -9.42 5.62 2.69
C: -8.78 4.58 3.55
N: -8.29 3.76 4.22
H: -9.91 5.15 1.84
H: -10.16 6.17 3.27
H: -8.66 6.31 2.33
C: -12.48 -1.89 6.69
C: -11.62 -0.93 7.44
N: -10.94 -0.19 8.03
H: -11.90 -2.76 6.40
H: -13.31 -2.21 7.32
H: -12.88 -1.40 5.80
C: 4.26 6.53 -4.81
C: 4.88 5.48 -3.94
N: 5.37 4.67 -3.27
H: 3.78 6.06 -5.67
H: 3.52 7.09 -4.24
H: 5.03 7.21 -5.17
C: 3.66 -8.56 -1.97
C: 4.92 -8.30 -2.74
N: 5.89 -8.10 -3.33
H: 3.87 -8.50 -0.90
H: 2.91 -7.82 -2.23
H: 3.28 -9.55 -2.20
C: -1.19 -3.82 -3.84
C: -0.33 -2.85 -3.09
N: 0.34 -2.10 -2.51
H: -0.60 -4.69 -4.12
H: -2.02 -4.13 -3.21
H: -1.58 -3.34 -4.74
C: 3.42 4.47 9.15
C: 2.15 4.50 8.36
N: 1.17 4.53 7.75
H: 3.91 3.50 9.02
H: 4.10 5.25 8.80
H: 3.21 4.63 10.20
C: 4.97 1.33 -7.77
C: 5.14 2.77 -8.11
N: 5.26 3.90 -8.37
H: 5.92 0.80 -7.91
H: 4.66 1.22 -6.73
H: 4.22 0.88 -8.41
C: -7.33 -5.41 2.83
C: -8.38 -4.72 3.64
N: -9.19 -4.18 4.27
H: -6.37 -4.91 2.95
H: -7.24 -6.45 3.15
H: -7.61 -5.39 1.77

***

This record from OMol25 describes a cluster of 10 separate species, C48H78N2O20P in total in a non-equilibrium geometry. The level of theory is ωB97M-V/def2-TZVPD.

- E: -104259.34223 eV
- Orbital gap (spin up / spin down): 8.027 / 8.531 eV
- Maximum force: 1.7 eV Å⁻¹
- Net charge: 0
- Spin multiplicity: 2

Geometry (Å):
C: 0.44 -3.65 -2.52
C: 1.59 -3.16 -1.98
C: 1.84 -1.76 -1.48
C: 1.05 -1.36 -0.19
P: 2.18 -0.26 0.83
N: 2.99 0.64 -0.38
O: 3.34 -1.34 1.27
C: -0.19 -0.47 -0.41
C: -1.58 -1.14 -0.57
C: -2.61 -0.39 0.30
C: -2.10 -0.94 -2.01
N: -1.54 -2.60 -0.32
O: -2.67 -3.17 -0.40
C: -0.69 -3.09 0.79
C: -1.32 -2.67 2.14
C: -0.63 -4.62 0.75
C: 0.77 -2.58 0.71
H: -0.04 -4.54 -2.11
H: -0.09 -3.17 -3.34
H: 2.45 -3.84 -1.94
H: 2.90 -1.71 -1.23
H: 1.71 -0.99 -2.25
H: 3.99 0.46 -0.42
H: 2.83 1.63 -0.25
H: 3.49 -2.03 0.62
H: 0.02 0.16 -1.27
H: -0.25 0.21 0.44
H: -3.50 -0.97 0.51
H: -2.92 0.48 -0.28
H: -2.20 -0.01 1.23
H: -1.76 0.01 -2.42
H: -3.19 -0.91 -1.98
H: -1.85 -1.78 -2.66
H: -1.25 -3.48 2.87
H: -0.87 -1.77 2.55
H: -2.37 -2.47 2.00
H: -1.62 -5.05 0.63
H: 0.05 -4.98 -0.02
H: -0.23 -4.97 1.70
H: 1.43 -3.40 0.44
H: 1.02 -2.32 1.74
O: 8.25 -5.50 1.33
C: 7.55 -4.56 1.57
O: 7.33 -3.57 0.68
C: 6.53 -2.53 1.28
C: 5.80 -3.19 2.43
C: 6.81 -4.26 2.86
H: 7.19 -1.73 1.62
H: 5.87 -2.12 0.52
H: 5.52 -2.48 3.20
H: 4.89 -3.66 2.07
H: 7.53 -3.88 3.59
H: 6.34 -5.16 3.26
O: -2.88 -0.60 4.09
C: -4.03 -0.84 3.85
O: -4.39 -1.63 2.80
C: -5.83 -1.66 2.69
C: -6.35 -1.29 4.07
C: -5.26 -0.35 4.57
H: -6.12 -0.94 1.92
H: -6.12 -2.65 2.36
H: -7.35 -0.85 4.05
H: -6.39 -2.18 4.70
H: -5.44 0.68 4.27
H: -5.12 -0.39 5.64
O: -5.07 2.69 -1.69
C: -4.80 2.47 -2.83
O: -3.60 1.94 -3.19
C: -3.50 1.88 -4.62
C: -4.93 1.90 -5.13
C: -5.63 2.75 -4.07
H: -2.92 2.74 -4.96
H: -2.96 0.98 -4.88
H: -5.02 2.29 -6.14
H: -5.34 0.89 -5.12
H: -5.57 3.81 -4.30
H: -6.66 2.47 -3.91
O: 6.28 0.62 1.01
C: 5.79 0.93 2.06
O: 5.93 0.16 3.17
C: 5.17 0.71 4.26
C: 4.98 2.18 3.91
C: 4.94 2.14 2.39
H: 4.22 0.17 4.32
H: 5.72 0.55 5.19
H: 4.10 2.61 4.37
H: 5.85 2.75 4.24
H: 3.93 1.97 2.01
H: 5.36 3.04 1.94
O: -7.04 5.06 -5.63
C: -7.56 5.73 -4.77
O: -7.73 5.27 -3.51
C: -8.45 6.22 -2.72
C: -8.25 7.56 -3.43
C: -8.13 7.13 -4.89
H: -9.50 5.92 -2.70
H: -8.06 6.20 -1.71
H: -9.05 8.27 -3.24
H: -7.32 8.01 -3.10
H: -9.10 7.05 -5.38
H: -7.47 7.76 -5.48
O: -0.72 1.25 -7.52
C: -0.35 0.30 -6.91
O: 0.25 0.41 -5.70
C: 0.67 -0.88 -5.23
C: -0.20 -1.89 -5.97
C: -0.44 -1.17 -7.30
H: 1.73 -1.00 -5.46
H: 0.55 -0.92 -4.15
H: 0.27 -2.86 -6.07
H: -1.14 -2.01 -5.44
H: 0.35 -1.37 -8.03
H: -1.41 -1.38 -7.74
O: 5.00 6.44 1.00
C: 6.06 6.50 1.55
O: 6.21 6.25 2.87
C: 7.58 6.50 3.27
C: 8.40 6.39 1.98
C: 7.40 6.88 0.94
H: 7.63 7.49 3.71
H: 7.86 5.76 4.02
H: 9.32 6.96 2.02
H: 8.65 5.35 1.79
H: 7.42 7.97 0.82
H: 7.52 6.41 -0.03
O: -7.69 -0.48 6.74
C: -8.24 0.57 6.64
O: -8.09 1.36 5.55
C: -8.77 2.62 5.74
C: -9.83 2.34 6.80
C: -9.15 1.26 7.64
H: -8.04 3.36 6.06
H: -9.19 2.93 4.78
H: -10.12 3.23 7.35
H: -10.73 1.93 6.33
H: -8.53 1.69 8.43
H: -9.84 0.55 8.08
O: 8.51 -8.83 -4.01
C: 8.42 -7.89 -3.27
O: 9.30 -7.67 -2.27
C: 8.89 -6.52 -1.49
C: 8.00 -5.71 -2.42
C: 7.36 -6.81 -3.27
H: 8.36 -6.88 -0.61
H: 9.77 -5.99 -1.16
H: 7.29 -5.09 -1.88
H: 8.61 -5.06 -3.05
H: 6.46 -7.21 -2.82
H: 7.15 -6.49 -4.29